Record 1
Molecular formula: C3H9NO7PS
Method: DFT, ωB97M-V/def2-TZVPD

As for the HOMO energy: -6.0 eV. The multiplicity is 1. The total charge is -1.

XYZ file:
```
22
C3H9NO7PS | the OMol25 dataset | ωB97M-V/def2-TZVPD
O 4.32332 0.31746 2.48950
P 4.11794 0.94482 1.17959
O 4.89801 2.32144 0.99516
O 4.62097 0.07993 -0.07908
S 2.09318 1.41691 0.62613
O 2.28735 2.63281 -0.16358
O 1.69973 0.25060 -0.16047
O 1.37892 1.59380 1.86784
H 4.51624 2.82522 0.25998
H 3.91103 -0.54104 -0.31028
C -1.42401 -0.47544 -0.20767
C -2.01989 -1.73774 -0.77707
O -1.36367 -2.71192 -1.09986
N -3.38314 -1.76488 -0.93012
C -4.33609 -0.72569 -0.61120
H -0.34256 -0.54909 -0.12714
H -1.65596 0.37658 -0.84923
H -1.82805 -0.28101 0.78764
H -3.72746 -2.62991 -1.31351
H -5.05839 -1.06954 0.13368
H -4.88847 -0.41203 -1.50080
H -3.81898 0.13875 -0.20950
```

Record 2
Molecular formula: C3H9NOP
Method: DFT, ωB97M-V/def2-TZVPD

As for the HOMO energy: -13.5 eV. For the relative energy (zero: lowest compared OMol25 entry of this formula, charge and spin), the calculation gives 1.180 eV. The multiplicity is 1. The total charge is +1.

XYZ file:
```
15
C3H9NOP | the OMol25 dataset | ωB97M-V/def2-TZVPD
C -1.11253 -1.86018 -0.14536
C -0.67100 -0.67990 -0.53806
C 0.11409 0.31094 0.26601
N -0.62139 1.56287 -0.07763
P 2.00051 0.29779 -0.40844
O 2.45900 -1.04524 0.35998
H -1.68227 -2.36166 -0.83199
H -0.64092 -2.15548 0.80912
H -0.83138 -0.15914 -1.51692
H 0.26726 -0.02341 1.38938
H -0.73575 1.72871 -1.05877
H -0.29667 2.49140 0.35579
H -1.58844 1.52496 0.12101
H 2.38953 1.21197 0.52038
H 3.08811 -1.60566 -0.14863
```

Record 3
Molecular formula: C3H9NOS
Method: DFT, ωB97M-V/def2-TZVPD

As for the HOMO energy: -8.9 eV. For the relative energy (zero: lowest compared OMol25 entry of this formula, charge and spin), the calculation gives 2.348 eV. The multiplicity is 1. The total charge is 0.

XYZ file:
```
15
C3H9NOS | the OMol25 dataset | ωB97M-V/def2-TZVPD
C 1.77563 -0.26306 -0.18589
C 0.97992 1.02079 -0.41035
C -1.58413 -1.35611 0.19310
N -0.32523 1.20155 0.23484
O -2.70344 1.05101 0.64740
S -1.76771 0.40496 -0.27201
H 1.74860 -0.88433 -1.08578
H 1.27096 -0.82543 0.62853
H 1.64166 1.87281 -0.02516
H 2.82599 0.07171 -0.07599
H 0.89762 1.15085 -1.54154
H -1.06195 -1.26681 1.14834
H -2.50731 -1.76477 0.07021
H -0.94796 -1.89069 -0.58401
H -0.24263 1.47752 1.25833
```

Record 4
Molecular formula: C3H9NOS
Method: DFT, ωB97M-V/def2-TZVPD

As for the HOMO energy: -8.8 eV. For the relative energy (zero: lowest compared OMol25 entry of this formula, charge and spin), the calculation gives 2.241 eV. The multiplicity is 1. The total charge is 0.

XYZ file:
```
15
C3H9NOS | the OMol25 dataset | ωB97M-V/def2-TZVPD
O -2.06323 0.66316 0.71701
C -1.38037 -0.62922 0.99379
N -0.13382 -0.79149 0.43820
C 0.04258 -0.11559 -0.76221
C 1.53635 0.29911 -0.91340
S 1.92326 1.90302 -0.17811
H -3.04855 0.46664 0.58879
H -2.14334 -1.41801 0.55164
H -1.47502 -0.75187 2.09043
H 0.69024 -0.87520 1.03659
H -0.38410 0.86733 -0.92154
H -0.26654 -0.79683 -1.57618
H 1.74914 0.44966 -1.91173
H 2.00968 -0.65624 -0.62113
H 2.94372 1.38553 0.46784
```

Record 5
Molecular formula: C3H9NOS
Method: DFT, ωB97M-V/def2-TZVPD

As for the HOMO energy: -8.9 eV. For the relative energy (zero: lowest compared OMol25 entry of this formula, charge and spin), the calculation gives 0.873 eV. The multiplicity is 1. The total charge is 0.

XYZ file:
```
15
C3H9NOS | the OMol25 dataset | ωB97M-V/def2-TZVPD
N 0.20257 -0.37662 1.46952
C 0.34281 0.21301 0.16929
C 0.63866 1.73490 0.19463
O 2.00703 1.87194 0.57386
C -0.94441 -0.02248 -0.63219
S -1.18355 -1.79650 -1.03571
H -0.56326 0.01976 1.99418
H 1.05375 -0.50815 1.98489
H 1.22134 -0.19994 -0.32903
H -0.01545 2.26960 0.89428
H 0.44160 2.13307 -0.80785
H 2.24635 2.80426 0.51408
H -1.04503 0.56512 -1.54027
H -1.77122 0.25805 0.01114
H -1.95216 -2.09912 0.01332
```

Record 6
Molecular formula: C3H9NOS2
Method: DFT, ωB97M-V/def2-TZVPD

As for the HOMO energy: -8.8 eV. For the relative energy (zero: lowest compared OMol25 entry of this formula, charge and spin), the calculation gives 1.400 eV. The multiplicity is 1. The total charge is 0.

XYZ file:
```
16
C3H9NOS2 | the OMol25 dataset | ωB97M-V/def2-TZVPD
N 0.39790 -1.32380 -0.47220
C 0.27935 0.03863 -1.11858
C 1.43916 0.20457 -2.14022
O 1.36778 -0.79899 -3.07626
C 0.28558 1.09409 -0.06735
S -1.20741 1.10819 0.98360
S -0.75618 -0.59260 2.29058
H 1.06648 -1.33135 0.29094
H -0.49518 -1.64385 -0.12681
H -0.61198 0.14482 -1.75776
H 2.45476 0.19997 -1.55392
H 1.43263 1.13621 -2.69906
H 1.51493 -1.58017 -2.51871
H 1.11696 0.76753 0.61586
H 0.47361 2.12352 -0.37462
H -1.28675 -0.43148 3.60957
```

Record 7
Molecular formula: C3H9NOS2
Method: DFT, ωB97M-V/def2-TZVPD

As for the HOMO energy (spin up / spin down): -7.5 / -8.9 eV. For the relative energy (zero: lowest compared OMol25 entry of this formula, charge and spin), the calculation gives 0.000 eV. The multiplicity is 3. The total charge is 0.

XYZ file:
```
16
C3H9NOS2 | the OMol25 dataset | ωB97M-V/def2-TZVPD
C 0.16915 -2.38605 0.46733
C 0.07042 2.44696 -2.03758
C -0.93028 -1.36246 0.85367
N 1.25834 0.08683 1.45693
O -0.88030 1.51420 1.16751
S 0.11389 0.63889 -2.17092
S -0.05364 0.36407 0.74963
H 0.08048 -3.30318 1.00183
H 0.09896 -2.59072 -0.59696
H 1.13737 -1.92080 0.60975
H -0.35205 2.68486 -1.05190
H -0.59731 2.97436 -2.65415
H 1.01551 2.82978 -1.83912
H -1.16045 -1.39770 1.86757
H -1.90680 -1.41502 0.41214
H 1.93673 0.83600 1.76425
```

Record 8
Molecular formula: C3H9NOS2
Method: DFT, ωB97M-V/def2-TZVPD

As for the HOMO energy (spin up / spin down): -13.4 / -13.1 eV. For the relative energy (zero: lowest compared OMol25 entry of this formula, charge and spin), the calculation gives 1.181 eV. The multiplicity is 2. The total charge is +1.

XYZ file:
```
16
C3H9NOS2 | the OMol25 dataset | ωB97M-V/def2-TZVPD
N -1.77388 -0.06322 0.19083
C -0.67876 -0.56876 -0.45676
C 0.19758 -1.42966 0.47721
O -0.51876 -2.53984 0.97094
C 0.39689 0.62358 -0.94372
S 0.08332 2.24657 -0.36877
S 1.73269 3.40853 -0.64041
H -2.20540 -0.70958 0.86127
H -1.76675 0.81627 0.57872
H -0.98882 -1.20240 -1.34743
H 0.46034 -0.77745 1.35682
H 1.14064 -1.78872 0.12023
H 0.15239 -3.20358 1.29889
H 1.44095 0.43554 -0.58504
H 0.53384 0.60868 -1.94991
H 1.79373 4.14404 0.43713
```

Record 9
Molecular formula: C3H9NS
Method: DFT, ωB97M-V/def2-TZVPD

As for the HOMO energy: -8.5 eV. For the relative energy (zero: lowest compared OMol25 entry of this formula, charge and spin), the calculation gives 0.748 eV. The multiplicity is 1. The total charge is 0.

XYZ file:
```
14
C3H9NS | the OMol25 dataset | ωB97M-V/def2-TZVPD
C -1.64838 0.51392 0.29591
N -1.31792 -0.07539 -0.96793
C 0.02500 -0.63261 -1.11574
S 1.36705 0.54066 -0.66355
C 1.92397 -0.11938 1.00815
H -1.29414 0.00237 1.19289
H -2.71638 0.64258 0.43437
H -1.26683 1.54510 0.42113
H -1.31030 0.64753 -1.67721
H 0.12596 -1.54224 -0.53221
H 0.18390 -0.85002 -2.16314
H 2.55324 0.64378 1.43646
H 0.98641 -0.24425 1.53923
H 2.38841 -1.07205 0.79165
```

Record 10
Molecular formula: C3H9NS
Method: DFT, ωB97M-V/def2-TZVPD

As for the HOMO energy: -8.2 eV. For the relative energy (zero: lowest compared OMol25 entry of this formula, charge and spin), the calculation gives 1.261 eV. The multiplicity is 1. The total charge is 0.

XYZ file:
```
14
C3H9NS | the OMol25 dataset | ωB97M-V/def2-TZVPD
C 1.92026 2.33346 0.40635
C 0.88675 1.65618 -0.06584
N -0.33992 1.41577 0.64410
H 2.71640 2.61829 -0.26862
H 1.90041 2.82236 1.37283
H 0.88832 1.24043 -1.06817
H -0.17466 1.49604 1.64116
H -1.02057 2.10942 0.36027
C 0.15714 -2.32609 -0.74106
S -1.30485 -1.44651 -0.12342
H 0.47039 -1.85892 -1.67288
H 0.97603 -2.26830 -0.02627
H -0.08840 -3.37040 -0.91095
H -0.72437 -0.22084 0.20285
```

| no. | electronic energy (eV) |
| --- | --- |
| 1 | -39209.014 |
| 2 | -16074.722 |
| 3 | -17627.857 |
| 4 | -17627.964 |
| 5 | -17629.332 |
| 6 | -28464.039 |
| 7 | -28460.331 |
| 8 | -28455.133 |
| 9 | -15581.582 |
| 10 | -15581.069 |